(1)
# C3H6NO2S2

An isolated ion of composition C3H6NO2S2 and charge -1 in a non-equilibrium geometry (the ωB97M-V functional and the def2-TZVPD basis, OMol25).

Structure (ORCA input):
```
! wB97M-V def2-TZVPD RIJCOSX def2/J DEFGRID3
* xyz -1 1
N -1.01122 -1.98050 0.20724
C -0.43047 -0.83581 0.87561
C -1.44489 -0.23633 1.99642
O -1.37530 0.98706 2.24875
O -2.28145 -1.06222 2.40626
C -0.12405 0.33083 -0.04853
S 1.33747 -0.11509 -1.05556
S 1.75109 1.27190 -2.40250
H -1.59927 -2.50984 0.84778
H -1.65049 -1.66395 -0.51273
H 0.50112 -1.14329 1.34898
H 0.08829 1.20695 0.55514
H -0.96045 0.65704 -0.67364
H 2.61480 2.07972 -1.81221
*
```

As for the SMILES: N[C@@H](CSS)C(=O)[O-]. The relative energy (zero: lowest compared OMol25 entry of this formula, charge and spin) comes out at 5.51 kcal per mole. As for the LUMO energy: 2.8 eV.

***

(2)
# C21H39FO21

C21H39FO21 as an isolated structure in a non-equilibrium geometry (the ωB97M-V functional and the def2-TZVPD basis, OMol25).

Structure (ORCA input):
```
! wB97M-V def2-TZVPD RIJCOSX def2/J DEFGRID3
* xyz 0 1
C 1.42267 0.89204 4.38076
C 1.05882 0.95943 2.91238
O 1.60899 -0.31299 2.49900
C 1.75615 -1.07682 3.53420
O 2.02657 -2.27678 3.45609
O 1.45314 -0.44210 4.65067
F 1.77386 1.93942 2.27749
H 0.64710 1.35951 4.98743
H 2.44356 1.23540 4.54808
H -0.00978 1.05595 2.72032
C -6.64554 -2.35478 3.15926
O -5.40965 -1.70816 2.89202
C -4.51767 -2.25079 2.11480
O -4.51857 -3.27654 1.47413
O -3.47992 -1.45861 2.20397
C -2.39547 -1.70803 1.35195
H -7.26037 -1.77751 3.84979
H -6.46696 -3.33528 3.60065
H -7.30344 -2.36137 2.29022
H -2.08081 -2.72810 1.57227
H -1.45373 -1.20739 1.57685
H -2.48532 -1.59688 0.27136
C 3.60255 0.83759 -1.04711
O 3.28107 0.40211 -2.31670
C 4.22311 -0.17751 -3.04563
O 5.37018 -0.52061 -2.62312
O 3.80546 -0.19450 -4.32792
C 4.60623 -0.65955 -5.40648
H 3.88366 0.02045 -0.38277
H 2.76161 1.27545 -0.50933
H 4.34145 1.63474 -1.12880
H 5.24125 0.11912 -5.82902
H 3.97386 -0.97284 -6.23718
H 5.21348 -1.50323 -5.07855
C -3.02196 1.19243 0.04422
O -1.68496 0.96719 -0.37874
C -0.68858 0.69632 0.46921
O -0.88490 0.60910 1.68298
O 0.44464 0.46941 -0.26086
C 1.66312 0.25148 0.28696
H -3.17209 1.87169 0.88337
H -3.45112 0.22359 0.29971
H -3.70225 1.40266 -0.78107
H 2.12112 1.07969 0.82771
H 2.39893 -0.01438 -0.47199
H 1.63271 -0.54857 1.02662
C 0.91816 3.07775 -0.52786
O -0.46525 3.23837 -0.73737
C -1.35011 3.54337 0.19780
O -2.53404 3.81653 -0.14316
O -0.83555 3.41554 1.44113
C -1.68817 3.68958 2.57015
H 1.36433 4.07157 -0.49124
H 1.54881 2.66409 -1.31479
H 1.13261 2.50528 0.37458
H -1.15546 3.78051 3.51675
H -2.35928 2.85312 2.76520
H -2.19128 4.63440 2.36445
C 0.52148 -6.71012 0.37927
O 1.16225 -5.40675 0.51948
C 0.37628 -4.29169 0.84189
O -0.85930 -4.21621 0.72429
O 1.26488 -3.25447 1.04286
C 0.81094 -1.93630 1.26459
H 0.50587 -7.33992 1.26877
H 1.14104 -7.20238 -0.37033
H -0.47001 -6.69583 -0.07330
H 0.16885 -1.93602 2.14539
H 0.27659 -1.66749 0.35338
H 1.65474 -1.26361 1.41811
C 1.52008 1.43299 -2.26515
O 1.00085 2.32242 -3.28810
C -0.20228 2.09445 -3.82697
O -0.98152 1.18352 -3.50533
O -0.28139 2.91334 -4.85745
C -1.47969 2.81331 -5.76426
H 1.56767 0.37663 -2.52966
H 0.68222 1.50401 -1.57156
H 2.48404 1.77506 -1.88853
H -2.43121 2.92869 -5.24526
H -1.58844 1.80611 -6.16648
H -1.35088 3.44869 -6.64050
*
```

The relative energy (zero: lowest compared OMol25 entry of this formula, charge and spin) comes out at 450.38 kcal per mole. As for the LUMO energy: 0.3 eV.

***

(3)
# C10H7NO2

One molecule with the formula C10H7NO2 in a non-equilibrium geometry (the ωB97M-V functional and the def2-TZVPD basis, OMol25).

Structure (ORCA input):
```
! wB97M-V def2-TZVPD RIJCOSX def2/J DEFGRID3
* xyz 0 1
C 3.83003 -0.86867 -0.05380
C 2.63010 0.09198 0.29067
C 2.37421 1.40004 0.33277
C 0.98181 1.59488 -0.13077
C 0.49882 0.36379 -0.16722
C -0.98595 0.04705 -0.08772
C -1.36138 -1.31106 -0.10338
C -2.79221 -1.43946 0.20522
C -3.67029 -0.38681 0.03399
C -1.91904 1.07188 -0.06080
H 3.40159 -1.78217 -0.48444
H 3.26748 1.91683 0.44406
H 0.41025 2.49374 -0.14741
H -0.34723 -1.97493 -0.18315
H -3.24919 -2.41445 0.52580
H -4.74700 -0.42788 0.12560
H -1.47042 1.97644 -0.41584
N -3.28603 0.88774 -0.02985
O 5.08119 -0.59763 -0.07923
O 1.35325 -0.64130 -0.01453
*
```

As for the SMILES: O=Cc1ccc(-c2cccnc2)o1. The relative energy (zero: lowest compared OMol25 entry of this formula, charge and spin) comes out at 83.68 kcal per mole. As for the LUMO energy: -0.5 eV.

***

(4)
# CH8NO2

A 2-piece molecular cluster, CH8NO2 overall in a non-equilibrium geometry (the ωB97M-V functional and the def2-TZVPD basis, OMol25).

Structure (ORCA input):
```
! wB97M-V def2-TZVPD RIJCOSX def2/J DEFGRID3
* xyz 1 1
O -1.03011 1.38462 -1.77203
H 0.02024 0.62645 -0.51897
H -1.13165 2.34949 -1.70556
H -1.64670 1.06368 -2.42514
N 0.78193 0.16402 0.02154
C 0.36816 -1.12450 0.84516
O -0.63266 -0.82560 1.67229
H 1.60136 -0.07572 -0.52893
H 1.00097 0.91167 0.68808
H 1.37841 -1.30094 1.22405
H 0.12615 -1.83229 0.05310
H -0.83612 -1.34087 2.44642
*
```

The relative energy (zero: lowest compared OMol25 entry of this formula, charge and spin) comes out at 9.54 kcal per mole. As for the LUMO energy: -3.4 eV.

***

(5)
# C5H8O2S

One molecule with the formula C5H8O2S in a non-equilibrium geometry (the ωB97M-V functional and the def2-TZVPD basis, OMol25).

Structure (ORCA input):
```
! wB97M-V def2-TZVPD RIJCOSX def2/J DEFGRID3
* xyz 0 1
C 0.39416 -0.20108 -0.40663
C -1.27039 0.03841 -0.26453
C -1.69834 1.08322 -1.23078
C 1.14327 -0.61329 1.98580
C 1.48499 0.04084 0.68835
O 0.79139 0.38797 -1.60709
O -1.91945 -0.62082 0.48444
S 2.82094 0.89803 0.39211
H 0.40368 -1.30236 -0.52811
H -1.13039 1.99485 -1.04526
H -1.42910 0.75684 -2.23603
H -2.76517 1.27371 -1.16592
H 1.57647 -0.08295 2.82854
H 1.53451 -1.63496 1.99065
H 0.05974 -0.68709 2.10494
H 1.63427 0.85160 -1.44090
*
```

As for the SMILES: CC(=O)[C@@H](O)C(C)=S. The relative energy (zero: lowest compared OMol25 entry of this formula, charge and spin) comes out at 24.88 kcal per mole. As for the LUMO energy: -0.4 eV.

***

(6)
# C23H25As2BCrF7N4O3S3Se

C23H25As2BCrF7N4O3S3Se as an isolated structure (the ωB97M-V functional and the def2-TZVPD basis, OMol25).

Structure (ORCA input):
```
! wB97M-V def2-TZVPD RIJCOSX def2/J DEFGRID3
* xyz -2 6
Cr -0.17688 0.22831 -0.50867
C 2.25680 -1.56384 1.97395
As 0.41916 -1.03430 1.60560
C -0.24112 -0.75720 3.41658
C -0.40344 -2.73773 1.16198
C -0.70148 -3.67888 2.13689
C -1.49025 -4.78106 1.84637
C -2.00100 -4.92313 0.56383
C -1.68819 -4.00064 -0.41837
C -0.86756 -2.89874 -0.15089
As 1.50784 -2.51765 -1.58424
C 1.13157 -4.38301 -2.14810
C 1.81036 -1.81624 -3.37672
H 2.22295 -2.49616 2.54344
H 2.75410 -0.78025 2.54291
H 2.78932 -1.71583 1.03860
H -1.27348 -1.08327 3.46615
H -0.17017 0.30470 3.63685
H 0.38160 -1.32590 4.11125
H -0.34529 -3.53198 3.15189
H -1.72656 -5.50432 2.61816
H -2.64586 -5.76122 0.32399
H -2.07558 -4.11704 -1.42190
H 0.31275 -4.40611 -2.86970
H 0.87164 -4.98980 -1.28153
H 2.03618 -4.78710 -2.60818
H 0.91925 -1.94960 -3.99087
H 2.65877 -2.36300 -3.79314
H 2.06571 -0.75977 -3.33047
S -1.43814 -1.86894 -2.62746
C -0.41890 -2.02296 -1.28818
F 3.89025 -0.62398 -1.30715
B 3.41605 0.55070 -0.75175
F 3.72022 1.64337 -1.53025
F 3.84387 0.70636 0.55485
F 1.90993 0.45303 -0.68678
Se 1.01432 2.03389 -3.01118
N -0.43738 1.09336 -2.37586
C -1.54106 1.74791 -2.85815
C -2.87045 1.33861 -2.67804
C -3.90324 2.08166 -3.21629
C -3.64668 3.24056 -3.95956
C -2.35029 3.64993 -4.17925
C -1.27404 2.91060 -3.65004
N 0.01628 3.24095 -3.86547
H -3.08399 0.44202 -2.11803
H -4.92368 1.75697 -3.05202
H -4.47199 3.81447 -4.36679
H -2.12352 4.53758 -4.75735
F -2.47255 1.59181 2.52149
C -3.51299 1.36187 1.72567
F -4.60198 1.25046 2.52309
F -3.69958 2.41837 0.93492
S -3.30606 -0.19746 0.76114
O -4.52565 -0.29213 0.01664
O -3.06059 -1.17837 1.78181
O -2.15163 0.07864 -0.11037
C 3.46081 5.22583 2.59681
C 2.75472 3.90104 2.52210
C 3.14794 2.82475 3.32067
C 2.45477 1.64612 3.12367
N 1.46851 1.51895 2.25115
C 1.14473 2.60866 1.53062
S -0.12490 2.52769 0.36491
N 1.77090 3.79990 1.64958
H 3.59522 5.54548 3.63191
H 2.88872 5.97225 2.05132
H 4.44937 5.14442 2.14061
H 3.95785 2.90122 4.03325
H 2.70367 0.75516 3.69812
*
```

The relative energy (zero: lowest compared OMol25 entry of this formula, charge and spin) comes out at 10.22 kcal per mole. As for the LUMO energy (alpha / beta): 4.4 / 4.1 eV.

***

(7)
# C20H60BrCsO10S10

C20H60BrCsO10S10 as an isolated structure in a non-equilibrium geometry (the ωB97M-V functional and the def2-TZVPD basis, OMol25).

Structure (ORCA input):
```
! wB97M-V def2-TZVPD RIJCOSX def2/J DEFGRID3
* xyz 0 1
Cs 0.05919 2.25179 1.51126
Br -0.42938 -1.01919 0.69386
C -2.21125 -2.81086 -2.45313
S -1.61315 -1.60650 -3.61966
O -2.46945 -0.44025 -3.29021
C -0.03786 -1.21584 -2.98119
H -3.24369 -2.92089 -2.78922
H -2.03738 -2.51577 -1.43416
H -1.74652 -3.78995 -2.73481
H 0.23837 -0.33981 -3.65040
H 0.65071 -2.03664 -3.12725
H -0.13004 -0.78288 -1.99882
C 4.20793 -1.21721 -4.51439
S 6.00693 -1.12805 -4.49062
O 6.53451 -1.65325 -5.80066
C 6.00164 0.68430 -4.58934
H 3.89610 -0.70306 -5.46544
H 3.68577 -0.65377 -3.72440
H 3.79247 -2.26733 -4.69744
H 5.45729 1.07430 -3.73997
H 5.60618 1.00907 -5.52332
H 7.08880 0.95407 -4.53679
C 0.76914 -0.24757 4.27803
S 2.10012 0.79876 4.86495
O 2.03850 2.00521 3.94043
C 1.33642 1.27282 6.39996
H 0.90284 -1.22434 4.85653
H 1.10574 -0.31691 3.24381
H -0.20325 0.23417 4.37946
H 0.57027 1.98718 6.13885
H 1.95952 1.85320 7.08935
H 0.95826 0.39679 6.88707
C -2.57291 6.82235 0.36535
S -2.93910 5.04840 0.28816
O -2.07773 4.53097 1.40653
C -4.65943 5.11598 0.79267
H -2.60121 7.15326 1.44413
H -3.20100 7.39533 -0.33014
H -1.52365 6.88687 0.03704
H -5.18533 5.77000 0.04149
H -4.70527 5.50422 1.80079
H -5.12998 4.12917 0.73560
C 4.66744 -0.72175 1.01757
S 4.87433 -1.27653 -0.67198
O 4.10529 -0.21056 -1.45071
C 6.57988 -0.76451 -0.75374
H 5.00114 0.31066 1.19841
H 5.09359 -1.40359 1.71523
H 3.60048 -0.76079 1.17442
H 6.60656 0.25179 -0.40786
H 6.85917 -0.76419 -1.80643
H 7.27307 -1.32966 -0.16562
C 2.31760 2.57834 -1.90098
S 3.13048 4.12065 -2.25392
O 4.59743 3.75864 -2.42434
C 2.57664 4.46022 -3.90132
H 2.91411 1.99778 -1.16414
H 2.05420 1.93578 -2.74451
H 1.36318 2.94625 -1.44593
H 3.29534 5.23998 -4.22424
H 1.50338 4.75681 -4.01576
H 2.72857 3.50239 -4.47328
C -3.70916 0.44065 3.91700
S -2.97092 1.81363 4.64491
O -1.54632 1.81950 4.23232
C -3.73421 3.01189 3.63914
H -3.60170 -0.51688 4.39199
H -3.31916 0.47048 2.86297
H -4.82403 0.53623 3.75188
H -3.39781 3.97454 3.93998
H -4.76734 2.92504 3.97857
H -3.58019 2.80424 2.62104
C 1.31841 -5.50103 0.86033
S 2.49114 -4.17707 0.68126
O 3.78940 -4.84192 0.34104
C 1.85643 -3.53052 -0.77445
H 1.41267 -5.83000 1.87002
H 1.47152 -6.35685 0.16845
H 0.26550 -5.15436 0.85179
H 2.55629 -2.84843 -1.24793
H 0.92125 -3.06863 -0.51089
H 1.79875 -4.35058 -1.51649
C -4.12022 -0.62706 0.24426
S -4.87223 0.92708 -0.12763
O -4.52544 1.88548 1.05537
C -3.96204 1.39619 -1.58974
H -4.57660 -0.91805 1.15160
H -3.04730 -0.57574 0.41248
H -4.35791 -1.35278 -0.51407
H -4.52940 2.26092 -1.97862
H -4.02766 0.52404 -2.26157
H -2.92844 1.73851 -1.25847
C -4.36641 -6.13329 0.44209
S -2.95456 -5.26121 0.99361
O -2.21399 -4.71773 -0.16756
C -3.77661 -3.82441 1.63251
H -4.06952 -6.85653 -0.29848
H -5.03538 -5.42096 -0.01782
H -4.88815 -6.68084 1.23905
H -4.23869 -3.32701 0.83795
H -2.94622 -3.20389 1.96618
H -4.38472 -4.06847 2.53113
*
```

The relative energy (zero: lowest compared OMol25 entry of this formula, charge and spin) comes out at 0.00 kcal per mole. As for the LUMO energy: -0.1 eV.

***

(8)
# C3H3CuLiO4

C3H3CuLiO4 as an isolated structure in a non-equilibrium geometry (the ωB97M-V functional and the def2-TZVPD basis, OMol25).

Structure (ORCA input):
```
! wB97M-V def2-TZVPD RIJCOSX def2/J DEFGRID3
* xyz 2 2
C 0.10836 -1.41851 0.90079
C 0.31351 -0.90652 -0.49556
O -0.46999 0.24127 -0.80196
C -0.09334 1.46973 -0.22770
O -0.62739 2.00077 0.74855
O 0.57698 2.11207 -1.04314
O -0.48122 -0.80578 1.76375
H 0.48254 -2.44549 1.07369
H 0.03341 -1.69511 -1.20549
H 1.39879 -0.75675 -0.62006
Cu -0.93833 1.18271 -2.49376
Li -0.30331 1.02159 2.40088
*
```

As for the LUMO energy (alpha / beta): -10.0 / -13.5 eV.

***

Quick rundown of DFT total energy, same order as above: -30465.742, -68104.751, -16064.775, -6744.914, -20243.849, -304018.480, -221124.136, -56174.048 eV